The following is a DFT calculation (ωB97M-V with the def2-TZVPD basis set) of C43H46Li2O19S as an isolated structure in a non-equilibrium geometry.

The geometry in XYZ format:
```
111
Properties=species:S:1:pos:R:3
S -0.095 0.556 -0.080
O 5.614 -3.148 -1.569
O 2.179 -1.167 2.287
O 4.038 0.395 -0.685
O 0.614 2.729 2.721
O -0.813 -0.274 -0.943
O 0.332 7.203 -5.079
O 5.685 -0.769 -5.472
O -3.384 -0.211 -1.455
O 1.137 0.956 -0.715
O -7.339 -0.156 2.416
O -0.408 -2.003 -2.739
O 0.950 1.333 -3.230
O -0.999 -0.993 3.593
O 0.079 4.459 -0.183
O -0.419 4.532 7.724
O -4.159 -5.674 3.578
O 0.147 -0.074 1.183
O -3.478 -6.454 -1.717
O -0.866 1.792 0.239
C -1.337 -4.076 -3.506
C 0.155 2.753 6.219
C 3.736 -1.026 -4.027
C -5.501 0.530 -0.744
C 0.499 3.174 3.885
C -0.444 4.578 -2.556
C -1.043 -3.167 -2.454
C 3.851 0.891 -5.565
C 2.939 -1.949 1.362
C -3.376 -3.640 4.587
C -2.600 -5.420 -2.019
C -0.429 5.251 -3.788
C -1.654 -3.395 -1.181
C 2.501 -0.578 -3.526
C 5.321 0.582 -1.107
C 4.764 -2.852 -0.561
C 4.440 -0.289 -5.027
C -2.082 -5.226 -3.284
C -2.205 -4.382 2.680
C 2.457 -2.374 0.059
C 0.594 7.048 -2.728
C 0.119 6.515 -3.917
C -5.099 -0.905 1.714
C -0.026 4.121 6.488
C 4.365 -2.083 1.605
C 0.559 6.355 -1.423
C -2.409 -4.553 -0.903
C -1.655 -2.283 3.579
C 0.435 4.564 4.121
C 2.585 1.324 -5.040
C -6.500 0.548 0.355
C 3.398 -2.889 -0.884
C 1.931 0.656 -3.906
C -2.577 -2.402 4.583
C -3.319 -4.572 3.654
C 0.207 5.052 5.442
C -6.368 -0.138 1.527
C -4.065 -0.833 0.747
C 5.291 -2.581 0.634
C 0.509 2.269 4.935
C -1.425 -3.227 2.642
C 0.011 5.158 -1.370
C -4.297 -0.204 -0.500
Li -2.384 2.280 1.105
Li 2.786 1.865 -0.470
H 3.256 -3.418 -1.812
H 6.338 -2.646 0.816
H 2.333 2.370 -5.318
H 5.443 1.512 -1.557
H 6.534 -3.433 -1.459
H -2.695 -1.685 5.364
H -3.006 -4.522 -0.094
H 4.382 1.538 -6.242
H 4.941 -1.829 2.639
H 1.272 -0.783 2.023
H 0.860 6.723 -0.503
H -4.045 -6.847 -2.362
H -4.650 -5.589 4.478
H 3.950 -1.749 -3.565
H 1.016 1.022 -2.281
H 5.565 -0.205 -1.760
H 1.987 -1.128 -2.639
H 6.072 -0.138 -6.098
H -2.031 -5.727 -4.140
H -7.496 1.006 0.226
H 0.972 8.059 -2.732
H -4.745 -1.310 2.725
H -0.909 4.937 -4.665
H -3.152 -1.176 0.917
H -0.722 3.448 -2.671
H -4.157 -3.588 5.283
H -0.406 3.762 8.305
H -2.040 -4.949 1.932
H -5.567 1.079 -1.775
H -1.526 -2.562 -0.550
H -0.518 -3.202 2.085
H 0.882 1.926 2.795
H -0.006 6.108 5.505
H 5.984 0.359 -0.512
H 0.378 5.199 3.294
H -0.388 6.801 -5.723
H -2.368 -0.305 -1.390
H 1.345 -2.089 -0.139
H -7.272 -1.017 2.828
H 0.935 1.231 4.811
H -0.456 3.718 -0.130
H -0.254 -1.285 -1.938
H 3.782 -0.549 -0.559
H -0.757 -0.646 2.720
H -0.658 -4.055 -4.499
H 0.125 2.132 7.057
```

Its charge is 0. For the HOMO energy, the calculation gives -0.2625 Ha. The gap between HOMO and LUMO comes out at 6.205 eV. The value obtained for the calculated total energy is -95476.9456 eV.